The following is a quantum chemistry calculation of a structure of composition C42H64AgCl2O20, from the Open Molecules 2025 dataset.

Structure (XYZ):
```
129
Properties=species:S:1:pos:R:3:forces:R:3
Ag -0.096 -0.381 0.160 -0.059 -0.210 0.509
O 1.673 -0.949 1.946 -0.627 -0.158 3.534
C 1.531 -1.256 3.157 0.489 -0.150 -5.019
O 2.575 -1.803 3.772 1.477 0.187 -0.984
C 2.296 -2.018 5.122 -0.902 -0.232 0.679
C 0.801 -2.303 5.061 -0.424 -0.368 2.267
C 0.274 -1.400 3.976 0.374 0.367 0.232
H 2.577 -1.096 5.631 -0.419 0.096 0.388
H 2.843 -2.816 5.624 0.288 -0.162 -0.748
H 0.466 -2.152 6.088 -0.721 0.419 -0.097
H 0.517 -3.338 4.876 0.642 -0.146 -0.314
H -0.035 -0.433 4.372 -0.050 0.066 -0.173
H -0.508 -1.852 3.365 0.072 0.254 -0.054
O 1.897 4.614 3.279 0.249 -1.003 -1.062
C 2.321 4.018 2.311 -0.417 0.118 1.445
O 2.455 2.648 2.287 -1.096 0.423 1.325
C 2.974 2.165 1.060 -0.157 0.610 -0.032
C 3.709 3.418 0.597 0.079 -0.424 -1.739
C 2.852 4.609 1.034 0.479 -0.784 0.894
H 2.175 1.822 0.403 -0.282 0.362 -0.076
H 3.548 1.258 1.250 0.376 0.427 0.214
H 3.850 3.382 -0.483 0.500 0.093 0.005
H 4.651 3.450 1.145 0.157 0.144 -0.331
H 1.998 4.922 0.433 0.237 -0.123 -0.266
H 3.475 5.461 1.308 -0.275 0.122 -0.203
O 1.518 -1.240 -1.410 2.005 -0.205 -2.319
C 2.300 -1.223 -2.374 -2.197 0.848 1.791
O 2.890 -2.349 -2.769 -0.741 -0.866 0.752
C 3.745 -2.178 -3.865 0.731 1.281 -1.251
C 3.363 -0.773 -4.413 0.691 -0.343 -1.095
C 2.715 -0.016 -3.255 0.368 -1.592 0.371
H 3.626 -2.893 -4.679 -0.579 -0.393 0.441
H 4.770 -2.329 -3.524 0.066 0.513 0.078
H 2.679 -0.937 -5.246 -0.604 -0.038 0.305
H 4.192 -0.336 -4.969 0.292 0.423 0.702
H 1.867 0.615 -3.521 0.117 -0.240 0.158
H 3.435 0.526 -2.641 0.085 0.291 -0.112
O -4.710 -5.211 -1.531 -0.508 0.778 2.396
C -4.658 -4.700 -0.409 -0.097 -2.337 -4.081
O -3.717 -3.807 -0.180 0.504 0.830 0.061
C -3.776 -3.435 1.168 1.364 0.627 1.810
C -4.557 -4.485 1.926 -0.908 0.444 0.431
C -5.462 -4.964 0.820 -0.669 -0.689 -0.473
H -4.271 -2.476 1.320 0.124 0.209 -0.392
H -2.750 -3.358 1.526 -0.032 0.320 -0.070
H -5.167 -3.951 2.655 0.214 -0.333 0.408
H -3.965 -5.250 2.430 0.010 -0.017 -0.291
H -6.347 -4.335 0.721 -0.138 0.161 0.155
H -5.838 -5.987 0.831 0.259 0.039 0.098
O -0.385 -2.760 0.875 0.965 -3.479 -2.438
C 0.074 -3.728 0.198 -0.486 2.676 1.733
O 1.378 -4.033 0.304 -0.194 2.778 2.702
C 1.800 -5.147 -0.345 0.994 -1.645 -0.780
C 0.733 -5.353 -1.323 -1.565 -1.820 -2.039
C -0.561 -4.734 -0.767 1.002 1.052 0.355
H 1.933 -6.037 0.271 -0.252 0.219 0.749
H 2.780 -5.009 -0.802 -0.041 0.462 -0.044
H 0.627 -6.419 -1.529 -0.148 0.041 -0.316
H 0.971 -4.848 -2.259 -0.029 -0.007 -0.044
H -1.237 -5.332 -0.155 0.027 -0.361 -0.357
H -1.085 -4.246 -1.588 -0.406 0.035 0.473
O -0.693 1.110 1.968 -1.390 1.458 2.981
C -1.163 1.623 3.002 2.350 0.153 -2.556
O -0.348 2.190 3.932 1.468 -1.053 -2.135
C -0.975 2.537 5.130 -0.277 0.783 -0.016
C -2.340 1.952 4.934 -1.802 -0.150 1.388
C -2.557 1.881 3.422 -0.518 -0.871 0.630
H -1.033 3.622 5.223 0.249 0.131 -0.097
H -0.335 2.161 5.927 -0.439 -0.126 0.181
H -3.120 2.541 5.416 0.052 0.035 0.070
H -2.376 0.980 5.426 -0.125 -0.284 -0.356
H -2.954 2.811 3.016 0.318 0.122 -0.044
H -3.232 1.088 3.098 0.092 -0.015 0.054
O -1.186 7.456 -0.694 -0.179 -2.659 1.360
C -1.420 6.393 -0.120 -0.369 1.855 -0.982
O -0.565 5.781 0.719 1.675 1.057 0.327
C -0.985 4.556 1.241 -1.917 -2.053 -0.778
C -2.270 4.210 0.455 -0.958 0.924 -1.298
C -2.696 5.586 -0.115 -0.095 0.442 0.086
H -1.279 4.506 2.289 0.687 0.916 0.270
H -0.280 3.751 1.034 0.467 0.386 0.210
H -3.087 3.745 1.006 0.299 -0.018 0.212
H -2.102 3.583 -0.421 0.339 -0.316 0.208
H -3.353 6.177 0.524 -0.118 -0.188 0.458
H -3.203 5.654 -1.078 0.274 -0.473 -0.116
O -2.666 -0.369 0.094 -4.302 0.895 -1.717
C -3.763 0.051 -0.377 3.439 0.612 1.027
O -3.918 1.404 -0.552 1.006 -0.477 0.711
C -5.202 1.794 -1.040 0.511 -0.081 -0.371
C -5.987 0.514 -1.040 -1.921 0.107 0.613
C -5.005 -0.630 -0.923 0.938 0.844 0.079
H -5.076 2.234 -2.029 0.107 -0.042 -0.040
H -5.642 2.544 -0.383 0.230 0.010 0.044
H -6.659 0.474 -1.897 0.167 -0.304 -0.038
H -6.640 0.584 -0.170 -0.105 -0.420 0.100
H -4.711 -0.833 -1.953 0.070 -1.118 0.047
H -5.280 -1.461 -0.273 -0.097 -0.114 -0.688
O 6.861 0.274 -2.864 -0.549 -0.981 1.021
C 6.425 -0.335 -1.904 1.392 0.693 -1.651
O 5.522 0.222 -1.103 -0.824 1.233 0.612
C 5.061 -0.650 -0.050 -0.593 1.157 -0.531
C 6.007 -1.766 -0.113 -0.041 -2.671 1.453
C 6.753 -1.730 -1.420 0.030 -0.277 0.153
H 4.015 -0.865 -0.271 -0.001 -0.302 0.025
H 5.083 -0.200 0.943 0.088 0.572 -0.329
H 5.405 -2.662 0.038 0.318 -0.406 -0.114
H 6.662 -1.727 0.757 0.271 0.028 -0.220
H 6.435 -2.488 -2.136 -0.298 0.183 -0.107
H 7.807 -1.967 -1.269 0.089 0.630 -0.219
O 0.155 1.266 -1.468 -0.732 -2.908 0.600
C 0.357 2.286 -1.999 -0.301 2.296 -0.882
O 0.921 3.267 -1.300 0.399 -0.323 0.153
C 1.096 4.417 -2.094 -0.002 1.075 0.137
C 0.763 4.037 -3.540 0.477 1.073 -0.162
C -0.029 2.771 -3.408 0.600 -0.674 0.745
H 2.099 4.781 -1.871 -0.017 0.131 -0.460
H 0.376 5.135 -1.701 0.123 0.330 -0.212
H 1.637 3.845 -4.163 0.201 0.127 0.257
H 0.242 4.879 -3.995 -0.120 -0.211 -0.119
H 0.340 2.027 -4.114 -0.726 -0.057 -0.099
H -1.111 2.905 -3.412 0.022 -0.227 -0.244
Cl -1.735 -0.092 -3.754 -0.200 1.010 -0.236
C -1.395 -1.761 -3.408 -0.348 -1.249 0.139
C -2.016 -2.671 -4.467 -0.202 0.151 -0.040
Cl -3.822 -2.811 -4.296 0.867 0.105 0.021
H -1.810 -1.965 -2.421 0.028 -0.128 0.013
H -0.316 -1.908 -3.354 -0.011 0.050 -0.129
H -1.591 -3.675 -4.439 -0.188 -0.011 0.260
H -1.825 -2.272 -5.463 -0.094 0.025 0.082
```
Forces are in eV/Å.

Output
molecular weight	1067.73	g/mol
lowest unoccupied orbital energy	-1.74	eV
E_HOMO	-11.585	eV
Kohn-Sham gap	9.85	eV
total charge	+1

These are the Löwdin partial charges, in e, on atoms 1 to 99: number 1, Ag, carries 0.779; number 2, O, carries 0.023; number 3, C, carries -0.408; number 4, O, carries 0.046; number 5, C, carries -0.155; number 6, C, carries -0.152; number 7, C, carries -0.057; number 8, H, carries 0.134; number 9, H, carries 0.134; number 10, H, carries 0.118; number 11, H, carries 0.123; number 12, H, carries 0.117; number 13, H, carries 0.123; number 14, O, carries 0.107; number 15, C, carries -0.461; number 16, O, carries 0.009; number 17, C, carries -0.158; number 18, C, carries -0.131; number 19, C, carries -0.057; number 20, H, carries 0.102; number 21, H, carries 0.100; number 22, H, carries 0.111; number 23, H, carries 0.128; number 24, H, carries 0.100; number 25, H, carries 0.136; number 26, O, carries 0.022; number 27, C, carries -0.424; number 28, O, carries 0.038; number 29, C, carries -0.137; number 30, C, carries -0.120; number 31, C, carries -0.021; number 32, H, carries 0.130; number 33, H, carries 0.107; number 34, H, carries 0.113; number 35, H, carries 0.123; number 36, H, carries 0.101; number 37, H, carries 0.125; number 38, O, carries 0.080; number 39, C, carries -0.490; number 40, O, carries 0.028; number 41, C, carries -0.192; number 42, C, carries -0.135; number 43, C, carries -0.075; number 44, H, carries 0.111; number 45, H, carries 0.115; number 46, H, carries 0.118; number 47, H, carries 0.124; number 48, H, carries 0.137; number 49, H, carries 0.137; number 50, O, carries -0.003; number 51, C, carries -0.365; number 52, O, carries 0.047; number 53, C, carries -0.217; number 54, C, carries -0.154; number 55, C, carries -0.025; number 56, H, carries 0.136; number 57, H, carries 0.136; number 58, H, carries 0.126; number 59, H, carries 0.118; number 60, H, carries 0.133; number 61, H, carries 0.114; number 62, O, carries 0.036; number 63, C, carries -0.434; number 64, O, carries 0.010; number 65, C, carries -0.162; number 66, C, carries -0.144; number 67, C, carries -0.055; number 68, H, carries 0.135; number 69, H, carries 0.138; number 70, H, carries 0.122; number 71, H, carries 0.120; number 72, H, carries 0.119; number 73, H, carries 0.132; number 74, O, carries 0.100; number 75, C, carries -0.465; number 76, O, carries 0.034; number 77, C, carries -0.159; number 78, C, carries -0.123; number 79, C, carries -0.066; number 80, H, carries 0.126; number 81, H, carries 0.111; number 82, H, carries 0.095; number 83, H, carries 0.103; number 84, H, carries 0.131; number 85, H, carries 0.125; number 86, O, carries 0.011; number 87, C, carries -0.374; number 88, O, carries -0.007; number 89, C, carries -0.156; number 90, C, carries -0.155; number 91, C, carries -0.048; number 92, H, carries 0.130; number 93, H, carries 0.128; number 94, H, carries 0.126; number 95, H, carries 0.119; number 96, H, carries 0.120; number 97, H, carries 0.115; number 98, O, carries 0.104; number 99, C, carries -0.485